DFT (ωB97M-V with the def2-TZVPD basis set) results for a molecular structure, C30H21LuN4O2S4.

Last column: natural (NBO) charge in e.
Cartesian coordinates (Å):
1 H 2.70352 5.30672 5.93949  0.263
2 H -5.53012 2.43854 -1.09930  0.266
3 H 0.48381 -0.27312 5.76035  0.241
4 H -1.16437 -4.34238 3.98353  0.246
5 C -1.23905 -4.23913 1.28117  -0.080
6 H 1.03947 3.63416 -4.34139  0.230
7 H 3.17785 0.13937 -2.29568  0.494
8 H -0.79713 -2.58479 -1.61477  0.213
9 C -1.22407 -4.06247 -0.08980  -0.063
10 C 4.16756 2.94522 -5.39292  -0.126
11 H -4.26554 4.34417 -1.92857  0.245
12 H -1.16305 -4.24452 -2.99383  0.218
13 N 0.04111 2.20923 -2.67673  -0.389
14 H 1.18277 2.13219 2.28479  0.214
15 H 2.70917 4.43238 -5.95803  0.232
16 C -2.07242 2.20312 -1.86118  -0.052
17 C 0.01067 -1.14454 3.86601  0.018
18 S -2.23287 -6.60591 -0.48490  0.496
19 C -1.97113 -6.27851 -3.00003  -0.246
20 C 1.20432 1.64461 -2.63936  0.588
21 O 3.89021 0.35096 -2.91414  -0.663
22 O 1.51753 0.66453 -1.74122  -0.967
23 C -1.60539 -5.10650 -1.03451  -0.284
24 C -0.44368 -1.99315 1.60797  0.203
25 S 1.96278 3.66502 4.31037  0.463
26 H -4.90752 1.37441 -2.38256  0.242
27 H 2.21055 3.62826 7.89358  0.251
28 C -0.84922 -3.21434 2.15641  -0.074
29 C 0.47247 -0.11061 4.69099  -0.105
30 S -2.56515 3.18713 -3.16903  0.462
31 C -2.36733 -7.19882 -2.07465  -0.365
32 C 1.53275 2.19404 6.35813  -0.179
33 C -4.25250 3.44201 -2.53814  -0.546
34 C -0.81634 -2.79205 -0.55133  0.124
35 C -1.53083 -5.07246 -2.40715  -0.192
36 C 2.31108 4.30696 5.85095  -0.363
37 C 1.41408 2.18259 4.99063  -0.283
38 C 2.93071 3.59119 -5.31739  -0.246
39 H 1.26108 1.37249 7.00318  0.227
40 H 5.40447 1.36699 -4.62557  0.240
41 C -4.67671 2.22077 -1.73826  -0.509
42 Lu 0.12915 0.32953 -0.32971  2.361
43 H -2.74050 -8.19477 -2.24857  0.264
44 H -1.98225 -6.45609 -4.06393  0.248
45 C 2.04782 3.41672 6.84826  -0.240
46 C -0.00158 -0.93341 2.48107  0.112
47 N -0.86953 1.72686 -1.71011  -0.645
48 H -1.54547 -5.18564 1.70903  0.244
49 C 0.91295 1.09071 4.16481  -0.051
50 H -4.90063 3.58547 -3.40114  0.268
51 C 0.85541 1.21426 2.76154  0.112
52 C -0.84076 -3.39230 3.58029  -0.162
53 C 1.99937 3.14405 -4.41545  -0.119
54 N 0.41716 0.25620 1.95242  -0.650
55 C 3.51088 1.41443 -3.65413  0.440
56 C 4.45272 1.87653 -4.57633  -0.294
57 N -0.44632 -1.80258 0.25140  -0.661
58 H -0.41816 -2.54256 5.46991  0.243
59 H 4.91184 3.28822 -6.09931  0.232
60 S -3.27558 1.80337 -0.66187  0.308
61 C 2.26006 2.04995 -3.56278  -0.290
62 C -0.43010 -2.40271 4.39745  -0.167

## Properties
Frontier orbital gap ... 6.00 eV
Multiplicity ... 1
Net charge ... +2
Energy ... -118457.42941 eV
Largest force on an atom ... 0.72 eV/A
Highest occupied orbital energy ... -12.62 eV

=====

DFT (ωB97M-V with the def2-TZVPD basis set) results for a molecular structure, C30H21N3S3W at a distorted geometry.

Last column: natural (NBO) charge in e.
Cartesian coordinates (Å):
1 H -4.46214 -2.01921 -3.45620  0.260
2 C -3.70264 5.00323 -3.76047  -0.240
3 C -0.57833 -2.90210 1.54628  -0.322
4 N -1.32154 -1.74797 -2.30530  -0.550
5 C 3.59436 -1.29740 3.96643  -0.247
6 H 2.22276 3.10664 2.66773  0.238
7 H -4.00840 6.00618 -4.02368  0.252
8 C 0.66870 -3.25844 -0.32938  -0.244
9 S -3.47085 2.46990 -3.75033  0.455
10 C 2.41911 -0.88627 3.27435  0.076
11 C -0.64632 -1.63785 -3.46244  0.064
12 W -0.93558 -1.53195 -0.21102  1.354
13 H 5.99568 -3.40080 5.44883  0.272
14 H 0.85566 4.42535 1.15970  0.246
15 C -1.75444 1.28221 -1.44055  0.105
16 N -0.01576 -0.69401 1.32865  -0.552
17 C 1.34443 -1.92477 3.04719  -0.473
18 C -2.66434 -1.86986 -2.30311  0.083
19 H -0.87467 4.46545 -0.75387  0.240
20 C 0.63579 -1.95035 1.71202  0.105
21 H 3.07722 1.10921 3.33858  0.217
22 S -3.28452 -1.94255 -0.65667  0.023
23 H 1.00576 -3.68540 -1.26108  0.274
24 C -2.68825 -1.80748 -4.67543  -0.100
25 H -2.34521 0.68146 -2.11938  0.219
26 C -0.94317 3.38646 -0.68130  -0.094
27 C -1.30074 -1.66437 -4.66796  -0.245
28 C 4.64613 -0.51108 4.46206  -0.134
29 C -0.28599 1.33867 0.33916  0.191
30 C -1.76843 2.68311 -1.54521  0.035
31 H -0.73910 -1.57648 -5.58719  0.255
32 C -0.18264 2.71534 0.28046  -0.064
33 H 6.54267 -0.82699 5.51554  0.261
34 C -2.59923 3.34905 -2.55274  -0.307
35 H 0.42749 -1.53140 -3.39256  0.222
36 C -3.38626 -1.90839 -3.48595  -0.246
37 H 2.23117 -1.74365 0.06499  0.260
38 C 1.37309 1.17206 2.14673  -0.080
39 C 0.74309 3.34821 1.19214  -0.166
40 H 1.71663 -2.92959 3.24184  0.249
41 H -1.28846 -3.05880 2.34480  0.269
42 H -1.05085 -4.57470 0.14962  0.285
43 C -4.16023 3.88805 -4.39109  -0.368
44 N -1.03316 0.61544 -0.54807  -0.515
45 H -4.85655 3.82531 -5.21455  0.263
46 C 5.65248 -1.25095 5.07363  -0.242
47 C 1.49596 2.61248 2.03476  -0.156
48 S 3.90523 -2.96546 4.32107  0.527
49 C 2.29545 0.46901 2.94861  -0.087
50 C 0.38276 0.57790 1.34255  0.206
51 H -2.35865 5.44615 -2.07206  0.228
52 C 1.31557 -2.23168 0.36788  -0.284
53 C -2.80417 4.69155 -2.70830  -0.180
54 H 0.56975 -1.73998 3.80028  0.266
55 C -0.44362 -3.72414 0.40879  -0.275
56 H -3.22309 -1.83787 -5.61703  0.250
57 H 4.67982 0.56700 4.39471  0.235
58 C 5.38057 -2.60351 5.05352  -0.310

## Properties
Frontier orbital gap (alpha / beta) ... 5.60 / 4.75 eV
Multiplicity ... 3
Net charge ... +2
Energy ... -70237.62143 eV
Largest force on an atom ... 1.08 eV/A
Highest occupied orbital energy (alpha / beta) ... -12.87 / -13.08 eV

=====

DFT (ωB97M-V with the def2-TZVPD basis set) results for a molecular structure, C30H22AsN3O6S5SbTc at a distorted geometry.

Last column: natural (NBO) charge in e.
Cartesian coordinates (Å):
1 N -2.39995 5.10681 2.84022  0.536
2 H -1.75697 -5.56754 -1.46044  0.237
3 S 3.10700 1.08432 -2.10661  2.520
4 C 0.00205 -5.19882 -2.62419  -0.173
5 C 2.13662 -1.92716 1.06331  -0.408
6 C -2.07302 4.68844 -2.03558  -0.085
7 C 3.31058 -1.18825 1.12523  -0.224
8 C -0.78906 -3.74879 -0.87403  -0.152
9 H -4.22490 -0.61116 1.07430  0.228
10 C 0.64552 1.91818 2.98000  -0.226
11 C 0.29099 -2.89429 -1.10389  -0.413
12 H -2.90507 5.72753 0.40351  0.268
13 C -0.76311 -1.39530 2.59221  -0.207
14 N -0.46112 2.44161 -1.67764  -0.428
15 C -0.28866 2.92146 3.03035  -0.076
16 C -3.25597 -0.82541 1.49804  -0.204
17 C -1.77725 4.23590 -0.74329  -0.107
18 O -2.32191 4.53749 3.89451  -0.361
19 C -0.90864 3.31927 1.83145  -0.090
20 C 3.11353 -3.63434 2.44646  -0.210
21 C -0.95887 3.10622 -0.61898  0.235
22 O -2.85035 6.19488 2.65987  -0.322
23 H 3.03926 -4.58377 2.95198  0.237
24 O 4.40891 1.23613 -2.60667  -0.830
25 C 0.91892 1.26900 1.77021  0.110
26 H -0.26671 2.37067 -3.70770  0.229
27 H -1.76944 -1.37723 4.48389  0.239
28 C -0.72326 2.90037 -2.88593  0.093
29 H 0.20231 -1.62798 3.03072  0.235
30 As 0.61722 -1.36753 0.02933  1.330
31 H 5.29835 -1.10608 1.90668  0.237
32 Sb -3.01961 -0.81706 -4.82689  1.095
33 C -1.53068 4.02097 -3.10798  -0.229
34 C -0.53241 2.64222 0.65955  0.239
35 C 1.24008 -3.20527 -2.08046  -0.239
36 S -0.57896 -1.59527 -5.62347  -0.186
37 C -1.83189 4.42054 1.66330  0.044
38 H -0.52741 3.41383 3.96355  0.277
39 C -2.15040 -0.95905 0.67137  -0.166
40 O 2.73651 1.74577 -0.78219  -0.871
41 S -2.96234 1.22602 -5.48461  -0.474
42 C -0.89934 -1.25078 1.21462  -0.405
43 C -0.92889 -4.90094 -1.64387  -0.217
44 H -1.70409 4.34858 -4.11995  0.256
45 C -1.87623 -1.25721 3.41651  -0.189
46 C 4.38304 -1.67573 1.86057  -0.180
47 H -0.10342 -6.09829 -3.20866  0.238
48 S 0.51810 -0.69654 -4.27133  0.461
49 C -2.23778 4.87646 0.45467  -0.075
50 C 4.28371 -2.89265 2.51922  -0.164
51 H 1.17395 1.60528 3.86597  0.256
52 O 2.58961 -0.33961 -1.83428  -0.882
53 H 1.65357 0.47265 1.74068  0.242
54 O 1.92075 1.54647 -2.97594  -0.888
55 Tc 0.87959 0.80812 -1.29732  0.501
56 C 1.08706 -4.35304 -2.83909  -0.187
57 H 1.12586 -3.76316 1.64888  0.218
58 H -2.27871 -0.84194 -0.40387  0.188
59 H 5.12165 -3.26998 3.08347  0.239
60 S -0.55032 -0.39733 -2.68987  0.185
61 H 1.82777 -4.60296 -3.58397  0.236
62 C 2.03517 -3.15898 1.71270  -0.145
63 H -1.51933 -3.53953 -0.09868  0.224
64 H 3.40542 -0.23643 0.60403  0.237
65 H -2.69574 5.55587 -2.17526  0.252
66 H 2.11621 -2.57204 -2.22458  0.249
67 N 0.32231 1.58476 0.63693  -0.420
68 H -3.97494 -0.87383 3.51610  0.240
69 C -3.11481 -0.97455 2.87279  -0.177

## Properties
Frontier orbital gap ... 5.11 eV
Multiplicity ... 1
Net charge ... +2
Energy ... -171956.62204 eV
Largest force on an atom ... 1.29 eV/A
Highest occupied orbital energy ... -14.21 eV
ΔE to the lowest compared entry with this formula, charge and spin ... 65.6 kJ/mol

=====

- energy of number 2 (C30H21N3S3W)?
  -70237.62143 eV

=====

- Look up the multiplicity of the first one.
  1